No. 1
A cluster of 8 separate species, C24H60Cl12N6O2P2 in total at a distorted geometry, computed with the ωB97M-V functional and the def2-TZVPD basis.

Each line ends with the Mulliken charge.
CARTESIAN COORDINATES (ANGSTROEM)
Cl (0.06, 6.56, -3.65)  -0.20
C (1.27, 5.40, -2.96)  -0.69
C (0.66, 4.08, -2.58)  0.11
Cl (1.96, 3.12, -1.90)  -0.16
H (1.69, 5.89, -2.09)  0.45
H (2.10, 5.26, -3.73)  0.34
H (0.34, 3.54, -3.49)  -0.20
H (-0.08, 4.30, -1.89)  0.33
Cl (2.23, 0.23, 1.43)  -0.07
C (4.03, 0.12, 1.36)  -0.47
C (4.62, -0.84, 2.42)  -0.37
Cl (4.61, -0.14, 4.08)  -0.20
H (4.40, 1.15, 1.51)  0.44
H (4.30, -0.27, 0.39)  0.11
H (5.66, -1.10, 2.15)  0.38
H (4.03, -1.78, 2.45)  0.18
Cl (-0.03, 5.69, 1.23)  -0.18
C (-0.80, 4.68, 2.50)  -0.33
C (-2.29, 4.30, 2.23)  0.39
Cl (-2.47, 3.08, 0.96)  -0.13
H (-0.76, 5.26, 3.44)  0.37
H (-0.21, 3.78, 2.69)  0.06
H (-2.89, 5.18, 2.00)  0.42
H (-2.67, 3.79, 3.13)  -0.50
Cl (-3.98, -1.51, -2.69)  -0.15
C (-4.08, -1.31, -4.49)  -0.40
C (-4.63, -0.01, -4.90)  -0.27
Cl (-6.35, 0.17, -4.49)  -0.20
H (-4.66, -2.16, -4.70)  0.38
H (-3.08, -1.48, -4.84)  0.17
H (-4.67, 0.14, -5.99)  0.29
H (-4.13, 0.82, -4.41)  0.19
Cl (-0.12, 2.12, -6.46)  -0.16
C (-0.22, 3.89, -6.75)  -0.37
C (-1.66, 4.34, -6.60)  -0.52
Cl (-2.26, 4.08, -4.94)  -0.14
H (0.16, 4.02, -7.74)  0.40
H (0.39, 4.45, -6.11)  0.15
H (-2.36, 3.83, -7.25)  0.36
H (-1.76, 5.40, -6.78)  0.30
Cl (-0.89, -0.99, -0.55)  -0.12
C (-0.71, 0.45, -1.50)  -0.29
C (0.11, 0.27, -2.68)  0.48
Cl (-0.49, -1.06, -3.68)  -0.17
H (-0.28, 1.16, -0.86)  0.16
H (-1.73, 0.86, -1.74)  0.23
H (1.14, 0.02, -2.42)  0.06
H (0.05, 1.19, -3.24)  -0.38
O (3.80, -6.03, -1.88)  -0.91
P (2.82, -4.96, -1.99)  0.31
N (2.41, -4.68, -3.56)  0.41
C (3.27, -5.11, -4.67)  -1.07
C (1.24, -3.94, -3.97)  -0.96
N (3.42, -3.55, -1.49)  0.16
C (3.54, -2.25, -2.09)  -0.64
C (3.64, -3.45, -0.06)  -1.00
N (1.41, -5.23, -1.09)  0.46
C (0.92, -6.65, -0.96)  -1.04
C (0.73, -4.28, -0.21)  -0.71
H (4.05, -5.67, -4.20)  0.34
H (3.71, -4.19, -5.03)  0.34
H (2.72, -5.60, -5.46)  0.30
H (1.52, -3.08, -4.58)  0.46
H (0.65, -3.40, -3.24)  0.04
H (0.52, -4.61, -4.47)  0.32
H (2.79, -1.50, -1.74)  0.06
H (4.56, -1.87, -2.00)  0.35
H (3.36, -2.34, -3.24)  0.16
H (3.38, -4.38, 0.43)  0.42
H (4.65, -3.11, 0.08)  0.59
H (2.90, -2.73, 0.46)  0.00
H (-0.15, -6.64, -0.60)  0.32
H (0.85, -7.11, -1.98)  0.27
H (1.64, -7.15, -0.33)  0.34
H (1.11, -3.34, -0.45)  -0.08
H (0.99, -4.42, 0.85)  0.37
H (-0.36, -4.28, -0.28)  0.40
O (-2.88, -0.18, 6.82)  -0.88
P (-2.16, 0.55, 5.79)  0.13
N (-1.44, -0.51, 4.70)  0.33
C (-0.34, -0.17, 3.78)  -1.10
C (-1.44, -1.98, 5.10)  -1.17
N (-1.03, 1.67, 6.29)  0.20
C (0.01, 1.14, 7.24)  -1.04
C (-0.60, 2.80, 5.53)  -1.07
N (-3.02, 1.66, 4.83)  0.62
C (-3.74, 1.12, 3.75)  -1.06
C (-3.81, 2.70, 5.54)  -1.27
H (0.61, 0.03, 4.31)  0.21
H (-0.68, 0.71, 3.24)  0.17
H (-0.23, -1.10, 3.26)  0.66
H (-0.42, -2.31, 5.37)  0.36
H (-1.83, -2.64, 4.40)  0.37
H (-2.02, -2.19, 6.02)  0.34
H (0.95, 1.62, 6.94)  0.47
H (-0.28, 1.43, 8.28)  0.25
H (0.05, 0.05, 7.14)  0.30
H (-1.41, 3.43, 5.30)  0.30
H (-0.02, 3.38, 6.22)  0.64
H (0.01, 2.55, 4.65)  0.20
H (-3.97, 1.94, 3.07)  0.32
H (-3.13, 0.39, 3.20)  0.30
H (-4.76, 0.63, 3.98)  0.21
H (-4.62, 2.27, 6.13)  0.28
H (-4.18, 3.33, 4.75)  0.46
H (-3.26, 3.26, 6.27)  0.39

The calculation puts the HOMO-LUMO gap at 8.8 eV. Its highest occupied orbital energy is -8.55 eV. The calculation puts the LUMO energy at 0.0105 hartree. Its net charge is 0. Its SMILES is CN(C)P(=O)(N(C)C)N(C)C.CN(C)P(=O)(N(C)C)N(C)C.ClCCCl.ClCCCl.ClCCCl.ClCCCl.ClCCCl.ClCCCl. The energy above the lowest of the compared OMol25 structures with the same formula, charge and spin comes out at 7.77 kcal per mole.

***

No. 2
A cluster of 7 separate species, C23H50Br8N2O7 in total at a distorted geometry, computed with the ωB97M-V functional and the def2-TZVPD basis.

Each line ends with the Mulliken charge.
CARTESIAN COORDINATES (ANGSTROEM)
C (3.25, 13.92, 19.18)  -0.73
O (3.30, 13.91, 20.65)  -0.38
C (3.69, 15.17, 21.10)  -0.62
C (2.37, 15.99, 21.34)  -0.28
N (2.82, 17.32, 21.92)  -0.45
C (1.75, 18.00, 22.72)  -0.38
C (2.30, 19.24, 23.30)  -0.09
O (3.32, 18.91, 24.30)  -0.42
C (3.45, 20.06, 25.07)  -0.68
H (4.25, 14.00, 18.74)  0.31
H (2.77, 14.80, 18.77)  0.30
H (2.78, 13.00, 18.84)  0.25
H (4.32, 15.75, 20.43)  0.37
H (4.18, 15.07, 22.07)  0.40
H (1.79, 15.45, 22.09)  0.28
H (1.88, 16.11, 20.37)  0.16
H (3.63, 17.33, 22.52)  0.32
H (1.43, 17.33, 23.52)  0.40
H (0.95, 18.40, 22.10)  0.15
H (1.46, 19.80, 23.72)  -0.11
H (2.74, 19.97, 22.62)  0.38
H (3.74, 20.87, 24.39)  0.30
H (4.08, 19.72, 25.89)  0.32
H (2.57, 20.39, 25.63)  0.18
C (-3.40, 18.80, 22.32)  -0.59
O (-3.24, 17.57, 23.03)  -0.51
C (-2.46, 16.63, 22.28)  -0.19
C (-3.11, 16.17, 20.93)  -0.94
N (-4.44, 15.58, 21.02)  -0.23
C (-4.49, 14.45, 21.90)  -0.19
C (-6.01, 14.14, 21.98)  -0.77
O (-6.36, 12.81, 22.02)  -0.37
C (-6.13, 12.15, 20.77)  -0.70
H (-3.99, 18.66, 21.41)  0.25
H (-2.43, 19.09, 21.91)  0.15
H (-3.70, 19.58, 23.02)  0.38
H (-2.30, 15.64, 22.71)  0.42
H (-1.48, 17.10, 22.20)  0.18
H (-2.45, 15.39, 20.56)  0.44
H (-3.15, 16.95, 20.16)  0.19
H (-5.08, 16.35, 21.14)  0.32
H (-4.15, 14.63, 22.92)  0.23
H (-3.90, 13.56, 21.66)  0.30
H (-6.62, 14.63, 21.22)  0.43
H (-6.34, 14.54, 22.94)  0.34
H (-5.06, 12.07, 20.57)  0.26
H (-6.55, 12.62, 19.88)  0.32
H (-6.63, 11.19, 20.90)  0.25
Br (0.23, 24.86, 27.00)  -0.17
C (0.27, 26.50, 25.82)  -0.51
C (-1.03, 26.52, 24.99)  -0.37
Br (-1.46, 28.36, 24.56)  -0.14
H (1.10, 26.42, 25.12)  0.25
H (0.45, 27.39, 26.43)  0.49
H (-1.84, 26.14, 25.62)  0.40
H (-0.89, 25.96, 24.07)  0.05
Br (-2.50, 21.32, 25.54)  -0.11
C (-1.49, 21.43, 23.75)  -0.51
C (-0.80, 22.85, 23.71)  -0.32
Br (1.08, 22.66, 24.50)  -0.12
H (-2.21, 21.39, 22.93)  0.19
H (-0.81, 20.60, 23.57)  0.35
H (-1.47, 23.61, 24.12)  0.39
H (-0.58, 23.05, 22.66)  0.17
Br (1.61, 23.75, 21.19)  -0.12
C (1.40, 25.77, 20.99)  -0.46
C (2.64, 26.09, 20.13)  -0.79
Br (2.64, 27.96, 19.50)  -0.18
H (1.35, 26.24, 21.97)  0.38
H (0.52, 25.98, 20.39)  0.37
H (2.85, 25.48, 19.25)  0.40
H (3.57, 25.92, 20.69)  0.42
Br (-5.64, 23.29, 29.22)  -0.13
C (-4.53, 21.75, 29.02)  -0.36
C (-3.18, 22.22, 28.78)  -0.76
Br (-2.53, 22.94, 30.48)  -0.15
H (-4.84, 21.35, 28.06)  0.27
H (-4.66, 21.12, 29.91)  0.40
H (-3.15, 23.07, 28.10)  0.38
H (-2.56, 21.38, 28.49)  0.32
C (-2.95, 20.08, 16.91)  -0.32
C (-4.29, 19.52, 17.45)  -0.31
O (-4.42, 20.33, 18.59)  -0.35
C (-3.19, 20.81, 19.06)  0.72
O (-3.05, 21.52, 20.06)  -0.58
O (-2.35, 20.64, 18.06)  -0.29
H (-3.26, 20.77, 16.12)  0.29
H (-2.56, 19.17, 16.46)  0.32
H (-4.30, 18.49, 17.80)  0.19
H (-5.10, 19.58, 16.72)  0.32

The calculation puts the HOMO-LUMO gap at 9.0 eV. Its highest occupied orbital energy is -8.85 eV. The calculation puts the LUMO energy at 0.0041 hartree. Its net charge is 0. Its SMILES is COCCNCCOC.COCCNCCOC.O=C1OCCO1.BrCCBr.BrCCBr.BrCCBr.BrCCBr. The energy above the lowest of the compared OMol25 structures with the same formula, charge and spin comes out at 88.63 kcal per mole.

***

No. 3
A cluster of 6 separate species, C14H25Cl10F3O2 in total at a distorted geometry, computed with the ωB97M-V functional and the def2-TZVPD basis.

Each line ends with the Löwdin spin population.
CARTESIAN COORDINATES (ANGSTROEM)
C (-4.19, -0.31, -0.17)  0.00
C (-3.37, -1.17, 0.88)  0.00
O (-3.70, -2.54, 0.77)  0.00
C (-3.17, -3.41, -0.11)  0.00
O (-2.09, -3.26, -0.71)  0.00
C (-3.99, -4.71, -0.30)  0.00
F (-4.58, -4.72, -1.50)  0.00
F (-3.20, -5.76, -0.21)  0.00
F (-4.94, -4.88, 0.63)  0.00
H (-4.19, 0.74, 0.12)  0.00
H (-5.20, -0.65, -0.42)  0.00
H (-3.63, -0.29, -1.10)  0.00
H (-3.68, -0.71, 1.82)  0.00
H (-2.29, -1.06, 0.73)  0.00
Cl (-2.54, 1.27, -2.92)  0.00
C (-1.06, 1.17, -3.98)  0.00
C (-1.34, 1.72, -5.32)  0.00
Cl (0.01, 1.65, -6.50)  0.00
H (-0.94, 0.10, -4.12)  0.00
H (-0.30, 1.68, -3.39)  0.00
H (-1.65, 2.75, -5.18)  0.00
H (-2.26, 1.37, -5.79)  0.00
Cl (3.10, -1.36, 5.99)  0.54
C (3.09, -1.01, 4.20)  0.04
C (2.36, -2.11, 3.48)  0.02
Cl (2.85, -3.79, 3.89)  0.29
H (4.15, -1.11, 3.97)  0.01
H (2.58, -0.05, 4.06)  0.01
H (2.47, -1.99, 2.40)  0.00
H (1.28, -2.00, 3.61)  0.00
Cl (-1.30, 3.19, 3.06)  0.00
C (0.08, 3.55, 4.07)  0.01
C (1.11, 2.47, 4.24)  0.01
Cl (0.63, 1.15, 5.23)  0.07
H (-0.29, 4.05, 4.97)  0.00
H (0.53, 4.41, 3.57)  0.00
H (2.00, 2.92, 4.68)  0.00
H (1.37, 2.10, 3.25)  0.00
Cl (1.82, 0.89, -1.06)  0.00
C (0.49, 1.79, -0.23)  0.00
C (-0.53, 0.83, 0.40)  0.00
Cl (0.28, -0.15, 1.74)  0.00
H (-0.12, 2.35, -0.95)  0.00
H (0.96, 2.52, 0.43)  0.00
H (-0.82, 0.17, -0.42)  0.00
H (-1.36, 1.40, 0.81)  0.00
Cl (6.24, 1.24, -3.58)  0.00
C (4.72, 0.48, -3.00)  0.00
C (4.09, -0.29, -4.19)  0.00
Cl (2.85, -1.45, -3.56)  0.00
H (4.14, 1.30, -2.59)  0.00
H (5.00, -0.06, -2.09)  0.00
H (4.85, -0.86, -4.71)  0.00
H (3.67, 0.46, -4.86)  0.00

The calculation puts the HOMO-LUMO gap (alpha / beta) at 9.1 / 2.0 eV. Its expectation value of S² is 0.75. Its highest occupied orbital energy (alpha / beta) is -12.47 / -12.47 eV. The calculation puts the LUMO energy (alpha / beta) at -0.1249 / -0.3860 hartree. Its net charge is +1. Its spin multiplicity is 2.